108
Properties=species:S:1:pos:R:3:lowdin_charge:R:1 method="wB97M-V/def2-TZVPD" total_charge=-1 gap_ha=0.2341 lumo_energy_ev=2.2396 e_homo_ev=-4.1295
Zn -0.2160 -0.1107 0.1806 0.409
C 0.1812 2.5110 -3.6302 -0.140
C -0.5037 2.9865 -2.3494 -0.527
C 0.5086 3.7357 -1.4752 -0.111
P -1.2432 1.5930 -1.3638 1.081
C -2.5888 0.8829 -2.4284 -0.531
C -3.2998 1.8088 -3.4132 -0.108
C -3.5896 0.1710 -1.5127 -0.104
C -2.0136 2.5581 -0.0277 -0.302
C -2.9090 3.5959 -0.2955 -0.070
C -3.3648 4.4701 0.6743 -0.297
C -4.4148 5.5120 0.3812 -0.069
C -2.7949 4.3488 1.9437 -0.055
C -1.9034 3.3415 2.2425 -0.037
C -1.5514 2.3422 1.2999 -0.292
N -0.7444 1.2790 1.5918 -0.048
C -0.5798 0.7801 2.8745 -0.319
C -1.5187 0.9135 3.9133 -0.036
C -1.2878 0.3913 5.1734 -0.051
C -0.1207 -0.3017 5.4758 -0.290
C 0.1305 -0.8783 6.8469 -0.062
C 0.7800 -0.4997 4.4387 -0.073
C 0.5655 -0.0069 3.1562 -0.301
P 1.6641 -0.4113 1.7540 1.056
C 3.0870 0.7058 2.1953 -0.521
C 2.6416 2.1515 1.9556 -0.115
C 4.3917 0.4296 1.4492 -0.130
C 2.3262 -2.1188 2.0543 -0.524
C 1.2668 -3.1203 2.5164 -0.097
C 2.9206 -2.6086 0.7235 -0.131
H 0.4681 3.3749 -4.2377 0.080
H 1.0844 1.9538 -3.3774 0.019
H -0.4535 1.8624 -4.2379 0.047
H -1.3363 3.6527 -2.5958 0.094
H 1.3476 3.0763 -1.2391 0.033
H 0.8931 4.6044 -2.0172 0.079
H 0.0610 4.0816 -0.5419 0.069
H -2.0599 0.1159 -3.0052 0.069
H -3.8806 2.5755 -2.8987 0.062
H -2.6071 2.2995 -4.0965 0.058
H -3.9972 1.2184 -4.0147 0.077
H -4.1493 0.8984 -0.9205 0.076
H -4.2962 -0.4190 -2.1015 0.080
H -3.0810 -0.5040 -0.8190 0.056
H -3.2605 3.7341 -1.3125 0.090
H -4.4161 5.7860 -0.6752 0.069
H -5.4141 5.1436 0.6298 0.073
H -4.2447 6.4156 0.9698 0.068
H -3.0503 5.0693 2.7152 0.106
H -1.4458 3.3104 3.2221 0.103
H -2.4604 1.4060 3.7105 0.108
H -2.0441 0.5232 5.9413 0.108
H -0.5149 -0.4118 7.5921 0.067
H -0.0688 -1.9535 6.8596 0.076
H 1.1688 -0.7310 7.1506 0.071
H 1.6857 -1.0685 4.6375 0.113
H 3.2393 0.5359 3.2662 0.102
H 2.4917 2.3102 0.8853 0.048
H 1.7078 2.3786 2.4735 0.063
H 3.4117 2.8440 2.3062 0.076
H 4.2534 0.5751 0.3779 0.020
H 5.1571 1.1326 1.7921 0.076
H 4.7643 -0.5809 1.6287 0.061
H 3.1178 -2.0450 2.8081 0.103
H 0.5251 -3.2770 1.7311 0.065
H 1.7422 -4.0852 2.7141 0.083
H 0.7419 -2.8069 3.4169 0.060
H 2.1171 -2.7736 0.0021 0.066
H 3.6021 -1.8876 0.2742 0.041
H 3.4529 -3.5532 0.8715 0.078
O -2.3182 -2.4552 3.4141 0.057
C -2.6224 -3.5410 2.6833 -0.266
C -3.2463 -4.6059 3.3380 -0.024
C -3.6002 -5.7459 2.6440 -0.103
C -3.3344 -5.8550 1.2807 -0.107
C -2.6988 -4.8129 0.6320 -0.031
C -2.3344 -3.6503 1.3115 -0.077
C -1.6132 -2.5564 0.6060 -0.461
O -1.4668 -1.4319 1.2175 -0.118
N -1.1573 -2.8218 -0.5858 -0.012
N -0.4246 -1.7702 -1.1450 -0.129
C -0.2627 -1.9532 -2.4095 -0.889
S -1.0618 -3.3647 -3.1260 0.926
C -0.3925 -3.0969 -4.7905 -0.542
C -0.1912 -1.6135 -4.9749 -0.506
S 0.6497 -0.9363 -3.4876 0.858
H -1.9204 -1.7922 2.7982 0.069
H -3.4359 -4.5093 4.4002 0.111
H -4.0891 -6.5578 3.1695 0.094
H -3.6114 -6.7498 0.7386 0.090
H -2.4619 -4.8715 -0.4225 0.101
H -1.1187 -3.5064 -5.4937 0.067
H 0.5479 -3.6401 -4.8827 0.070
H -1.1433 -1.0955 -5.1104 0.067
H 0.4667 -1.3832 -5.8143 0.072
C 4.9817 -1.1783 -5.4488 -0.045
C 4.8193 -0.1425 -4.3706 -0.367
C 5.6946 0.9280 -4.2509 -0.058
C 5.4511 1.7911 -3.1928 -0.172
N 4.4474 1.6458 -2.3462 0.038
C 3.6194 0.5818 -2.5404 -0.807
S 2.2978 0.3956 -1.4477 0.534
N 3.8031 -0.3173 -3.5353 0.066
H 5.8243 -0.9454 -6.0999 0.065
H 4.0705 -1.2379 -6.0457 0.071
H 5.1392 -2.1571 -4.9938 0.077
H 6.5205 1.0748 -4.9340 0.089
H 6.1008 2.6452 -3.0154 0.096

=====

103
Properties=species:S:1:pos:R:3:lowdin_charge:R:1 method="wB97M-V/def2-TZVPD" e_above_lowest_kcal_mol=11.49 total_charge=-1 gap_ha="0.1847 / 0.1723" lumo_energy_ev="1.8844 / 1.8908" e_homo_ev="-3.1410 / -2.7980"
Sr 0.2687 -0.0774 -0.5480 1.356
C 3.7295 -4.3349 0.4361 -0.067
O 3.6208 -3.6749 1.6859 -0.081
C 4.1003 -2.4077 1.7628 -0.235
C 5.1513 -1.9371 0.9944 -0.020
C 5.6866 -0.6687 1.2000 -0.101
C 5.1708 0.1296 2.2048 -0.120
C 4.0932 -0.3255 2.9532 -0.066
C 3.5137 -1.5747 2.7295 -0.190
N 2.4519 -1.9600 3.5312 0.068
C 1.4356 -2.9013 3.4068 -0.062
C 0.8105 -3.4853 2.2937 -0.177
C -0.0309 -4.6018 2.5531 -0.075
C -0.7048 -5.2855 1.5634 -0.146
C -0.5676 -4.8712 0.2376 -0.136
C 0.2122 -3.7637 -0.0614 -0.061
C 0.8911 -3.0096 0.9244 -0.434
O 1.5223 -1.9261 0.6086 -0.233
H 3.0544 -5.1861 0.4848 0.096
H 4.7502 -4.6866 0.2562 0.085
H 3.4135 -3.6718 -0.3724 0.093
H 5.5659 -2.5721 0.2236 0.107
H 6.5011 -0.3222 0.5775 0.096
H 5.5868 1.1114 2.3979 0.091
H 3.6644 0.2972 3.7328 0.093
H 2.3657 -1.3855 4.3531 0.124
H 1.0974 -3.2492 4.3780 0.101
H -0.1225 -4.9362 3.5826 0.096
H -1.3269 -6.1349 1.8183 0.084
H -1.0729 -5.4033 -0.5604 0.090
H 0.3203 -3.4299 -1.0899 0.103
O 1.9198 1.5960 0.5050 -0.631
S 1.6855 1.9406 1.9422 0.918
C 2.9408 3.2095 2.3173 -0.302
C 2.2218 4.5562 2.4470 -0.235
C 1.0026 4.4774 1.5367 -0.233
C 0.3388 3.1532 1.8896 -0.315
H 3.5791 3.1702 1.4337 0.099
H 3.5266 2.9160 3.1855 0.079
H 2.8902 5.3785 2.1891 0.111
H 1.8951 4.7074 3.4795 0.109
H 1.3113 4.4569 0.4892 0.119
H 0.3219 5.3183 1.6708 0.115
H -0.3894 2.7755 1.1661 0.075
H -0.1205 3.1766 2.8824 0.097
C 3.1343 0.8870 -4.1889 -0.095
C 2.6562 -0.3532 -3.4159 -0.768
C 2.8124 -1.5849 -4.3258 -0.094
C 3.5542 -0.5425 -2.1886 -0.104
C 1.2089 -0.2004 -2.9925 -0.162
H 4.1913 0.8015 -4.4747 0.069
H 3.0182 1.7827 -3.5725 0.070
H 2.5419 1.0251 -5.0974 0.069
H 3.8585 -1.7278 -4.6281 0.069
H 2.2049 -1.4762 -5.2281 0.070
H 2.4789 -2.4842 -3.8022 0.069
H 4.6017 -0.7179 -2.4659 0.075
H 3.2066 -1.3897 -1.5919 0.057
H 3.5195 0.3404 -1.5434 0.068
H 0.6241 0.0745 -3.8911 -0.029
C -5.5496 2.9571 -3.4719 -0.069
C -4.1071 2.9390 -3.0283 -0.300
C -3.1771 3.7615 -3.6470 -0.061
C -1.8422 3.7199 -3.2307 -0.297
C -0.8001 4.5632 -3.9222 -0.063
C -1.4729 2.8799 -2.2038 -0.018
C -2.3834 2.0067 -1.5434 -0.306
C -3.7264 2.0802 -2.0015 -0.022
N -1.8600 1.2243 -0.5673 -0.110
C -2.6565 0.3280 0.2468 -0.480
C -1.7728 -0.4079 1.3522 -0.136
C -2.6371 -1.2631 2.2931 -0.281
C -3.6932 -0.4220 3.0026 -0.128
C -4.5767 0.2381 1.9517 -0.295
C -5.2536 -0.8343 1.0888 -0.118
C -4.1885 -1.6974 0.3995 -0.281
C -3.3094 -2.3551 1.4606 -0.111
C -3.3376 -0.8219 -0.5301 -0.077
C -3.7090 1.1229 1.0598 -0.088
H -5.7129 3.7029 -4.2507 0.063
H -6.2171 3.1871 -2.6378 0.071
H -5.8499 1.9844 -3.8695 0.074
H -3.4783 4.4246 -4.4515 0.095
H -1.2622 5.3546 -4.5147 0.064
H -0.1924 3.9507 -4.5925 0.077
H -0.1213 5.0259 -3.2033 0.068
H -0.4325 2.8435 -1.8906 0.100
H -4.4964 1.4542 -1.5773 0.081
H -1.1979 0.3393 1.9145 0.111
H -1.0545 -1.1445 0.9791 0.043
H -1.9762 -1.7293 3.0297 0.139
H -3.2137 0.3456 3.6202 0.116
H -4.2865 -1.0543 3.6723 0.116
H -5.3382 0.8520 2.4445 0.133
H -5.8962 -0.3593 0.3400 0.117
H -5.8928 -1.4683 1.7129 0.114
H -4.6810 -2.4721 -0.1968 0.137
H -2.5486 -2.9901 0.9973 0.106
H -3.9138 -2.9988 2.1089 0.122
H -3.9740 -0.4124 -1.3143 0.105
H -2.5740 -1.4250 -1.0372 0.124
H -3.1730 1.8752 1.6486 0.123
H -4.3508 1.6735 0.3743 0.101

=====

| no. | E_tot (eV) |
| --- | --- |
| 1 | -154445.8436 |
| 2 | -64203.5551 |